# 1
{"formula": "C33H90N4O14", "method": "ωB97M-V with the def2-TZVPD basis set", "fmax_ha_per_bohr": 0.1042, "homo_ev": -8.43, "e_above_lowest_kj_mol": 109.1, "smiles": "COCCNCCOC.COCCNCCOC.COCCNCCOC.COCCNCCOC.CCO.CCO.CCO.CO.CO.CO", "charge": 0, "symbols": ["H", "H", "H", "H", "H", "C", "O", "H", "C", "H", "H", "H", "H", "H", "H", "C", "O", "H", "H", "C", "O", "C", "H", "H", "C", "C", "H", "H", "H", "H", "C", "H", "H", "H", "O", "H", "H", "O", "C", "C", "H", "H", "C", "H", "H", "H", "O", "C", "H", "H", "H", "H", "C", "H", "H", "H", "H", "C", "H", "C", "O", "O", "H", "C", "H", "O", "C", "H", "H", "O", "H", "H", "H", "H", "O", "C", "H", "H", "O", "N", "H", "C", "H", "C", "H", "H", "C", "H", "H", "O", "H", "H", "H", "O", "C", "C", "H", "H", "C", "H", "H", "N", "H", "H", "H", "H", "H", "C", "H", "H", "H", "H", "H", "C", "H", "H", "H", "C", "C", "H", "C", "H", "H", "H", "C", "H", "H", "H", "H", "N", "C", "H", "H", "H", "N", "C", "H", "H", "C", "H", "H"], "coordinates": [[-3.85122, 0.17965, -0.27555], [-0.70011, -4.90609, 0.33877], [-1.80976, -2.50845, -1.18795], [0.71217, -0.96947, 4.10847], [0.64672, -6.28068, 4.05355], [-4.24514, -1.94707, 3.08199], [2.43343, 4.51902, -5.06518], [-2.59160, 4.04649, 1.61119], [3.59630, 3.27831, -3.44982], [-2.79606, 5.45287, -3.40944], [-3.42464, 0.48214, 2.33841], [1.25582, 0.18559, -2.07510], [1.31361, -5.02182, -2.84198], [-1.05769, -6.71273, 0.24355], [-4.66316, -3.12493, -2.39940], [-4.59278, 0.34026, -2.72474], [4.92320, 0.94835, 1.59885], [4.50603, 4.89630, 1.17049], [-2.29940, -3.65387, 2.91445], [3.00910, 4.60666, -3.72906], [-3.16472, -3.78116, -1.33522], [7.97582, 4.30411, 2.80538], [-0.14251, -6.86243, 5.55159], [-0.74005, -4.31986, -4.10302], [-3.26774, 0.83463, -0.94043], [0.18597, -0.66352, 0.58562], [-2.46263, 0.30555, -1.33880], [-6.38675, -4.10436, -0.70025], [-0.74353, -5.94941, 1.69559], [-3.83518, 5.02452, 0.85259], [1.06558, -3.90372, -2.90898], [1.92220, 2.44410, -3.99122], [8.45226, 3.31784, 2.65953], [-1.73128, 2.38738, -0.76452], [-1.07315, -5.35354, 4.46833], [0.76536, 4.93834, -0.75641], [-1.28858, 4.36164, -0.51922], [0.54742, -3.05389, 4.52778], [-4.52036, -3.42476, -1.30749], [-5.48125, -4.57187, -1.02715], [0.86925, 4.90180, -6.16742], [4.26169, 3.03231, -4.29225], [5.55071, 2.17477, -0.30467], [1.36713, 2.79353, -1.64189], [-2.95624, -6.41881, 4.60879], [3.58316, 1.47604, 0.03651], [1.55991, -3.37229, -1.65237], [2.97940, 0.84726, -3.14475], [1.96075, -2.10391, 3.25460], [4.22026, -1.04048, 1.48955], [-1.47622, 4.71647, -2.66618], [4.71722, 0.21101, -0.34898], [-0.47962, 0.47806, -3.74521], [3.85442, 3.37537, 1.55436], [8.75895, 5.05642, 2.56391], [-2.41438, -5.57822, 6.04029], [4.19932, 3.25349, -2.52668], [4.60307, 1.14388, 0.24489], [0.52019, 5.14530, -4.48980], [-3.19768, -4.29575, 4.53075], [1.05917, 2.91532, -0.75996], [-2.98359, -1.43729, 2.88017], [-4.33239, 3.09432, -0.55760], [-1.19451, -5.76168, 0.73862], [-0.79464, -2.58023, 0.81837], [6.96117, 4.52004, 1.87202], [4.73496, 3.83321, 1.18650], [-5.19613, -5.16091, -0.18302], [2.40289, 4.51458, -0.68533], [-1.16091, -1.80264, -1.06428], [1.06097, -2.57268, -1.43301], [6.53420, 1.97483, 0.07164], [-1.52713, 6.47387, -2.52152], [-2.21837, 1.69467, 0.76553], [-2.59007, -5.36911, 0.77975], [-2.81072, -0.06852, 3.11032], [0.26871, -0.31819, 1.63154], [-4.27217, -4.43989, 4.81796], [-4.09118, 1.35611, -1.94447], [4.97615, 3.49603, -0.13493], [5.44973, 4.21753, -0.62424], [-0.94714, -1.61158, 0.36219], [2.07204, -1.82664, 4.88908], [1.30866, -1.90341, 4.12501], [-1.17328, 0.35241, -4.57933], [3.85819, 5.37840, -3.79790], [5.75256, 3.80518, 2.24779], [-5.00801, -1.37885, 2.52079], [-5.21938, -3.76229, 2.84807], [-2.89457, 5.37555, -1.36222], [1.44971, 4.28674, 0.78492], [-5.58133, -5.24732, -1.83412], [-4.27978, -3.36198, 1.49656], [0.84092, 0.12404, -4.20349], [1.37631, 4.22864, -0.31190], [-2.64816, 2.03535, -0.19266], [-2.99992, 0.31347, 4.15422], [-1.02284, -4.18246, -2.40034], [1.72641, -0.02082, -3.05993], [3.04995, 0.11023, 1.95135], [6.07943, 2.69675, 2.60272], [-3.13115, -4.12733, 3.09371], [-2.81679, -5.28004, 1.67693], [-0.91896, -0.16554, -2.92789], [1.74627, -3.43729, -3.61956], [4.38617, -0.45844, 3.11519], [0.08416, 0.25443, 0.00024], [-2.41555, -5.50265, 4.93313], [3.50780, 0.57727, -4.03344], [-2.90703, -4.27602, -0.49315], [3.66661, 0.54724, -2.30552], [5.42997, 4.10902, 3.24387], [-0.56277, 1.59096, -3.55722], [-2.12505, 5.01261, -0.23810], [-1.71699, 5.83667, 0.26958], [-0.75644, -7.42601, 3.99206], [7.62272, 4.38349, 3.82920], [-3.07337, 4.26021, 0.64406], [1.28001, 5.34287, -5.25502], [-1.78109, 0.15679, 2.90216], [-0.32773, -6.57620, 4.53878], [-3.86340, -0.46631, -2.82633], [0.05165, -3.35488, 3.76365], [-0.71910, -2.76325, -3.30108], [-4.24802, -3.32733, 2.57252], [2.20523, -1.03463, -3.06890], [-2.91629, -3.37419, 4.96944], [-4.68869, -2.50332, -0.77617], [-4.86093, 0.70571, -3.70695], [-3.65034, 3.01519, 0.17756], [4.11155, -0.13927, 2.09560], [1.47289, 6.41473, -5.30776], [1.14538, -1.13322, 0.33330], [-4.60144, -1.96457, 4.11037], [2.55393, 2.29491, -3.25163], [-0.41717, -3.79644, -3.22955], [5.48132, 2.03131, -1.38943], [-1.86319, -1.21303, 0.79946], [-2.15643, 5.53278, -2.53612], [-5.45201, -0.19228, -2.30371], [2.28541, 4.91888, -3.03677]], "mulliken_charge": [0.0647, 0.0442, -0.3465, 0.2200, 0.2189, -0.7301, -0.3837, 0.3794, -0.0750, 0.4095, 0.3898, -0.5009, 0.3222, 0.2867, 0.3361, -0.7185, -0.3170, 0.6518, 0.1295, -0.7379, -0.4062, -0.7226, 0.3339, 0.4984, 0.5250, -0.6863, -0.4831, 0.4366, -0.0343, 0.4195, -0.4397, 0.2692, 0.2761, -0.4950, 0.0426, 0.4444, -0.8874, -0.4739, 0.0848, -1.3918, 0.2966, 0.4777, -1.1155, -0.0083, 0.3649, 0.3956, -0.5698, -1.0340, 0.2554, 0.4068, -0.1028, 0.6746, -0.2403, 0.1482, 0.2409, 0.4301, -0.3466, -0.6469, -0.0288, -0.7667, 0.0415, 0.1687, 0.4068, -0.1646, -0.1332, -0.3597, -0.8447, 0.2478, -0.0127, 1.0742, 0.0735, 0.2755, 0.3149, -0.0292, -0.6691, -0.8581, 0.2650, 0.4106, -0.4771, -0.0161, 0.2471, 0.3221, 0.3963, -0.6341, 0.4949, 0.3332, -0.6061, 0.4696, 0.5720, -0.4454, 0.2694, 0.3878, -0.8111, -0.4961, -0.7884, 0.6262, 0.2919, -0.1371, 0.8257, 0.2908, 0.2083, -0.0325, 0.5197, -0.2157, 0.2954, 0.3170, -0.3181, -0.8091, 0.6226, 0.3908, 0.0038, 0.5246, -0.0142, 0.8031, 0.7203, 0.3609, 0.3119, -1.2090, -0.3939, 0.0629, -0.9854, 0.1497, 0.1639, -0.2339, 0.1576, 0.0448, 0.3797, -0.0310, 0.3575, -0.2862, -0.8564, 0.3101, 0.4838, 0.3769, 0.1025, -0.0901, 0.6094, -0.1233, -0.4313, 0.3088, 0.3367]}

=====

# 2
{"formula": "C33H92N8O9", "method": "ωB97M-V with the def2-TZVPD basis set", "fmax_ha_per_bohr": 0.0333, "homo_ev": -9.15, "e_above_lowest_kj_mol": 24.8, "smiles": "COC[C@H](C)N.COC[C@H](C)N.COC[C@H](C)N.COC[C@H](C)N.COC[C@H](C)N.COC[C@H](C)N.COC[C@H](C)N.COC[C@H](C)N.CO", "charge": 0, "symbols": ["H", "H", "C", "H", "O", "C", "O", "H", "H", "H", "H", "H", "C", "H", "H", "H", "H", "C", "H", "C", "H", "H", "H", "H", "H", "C", "C", "H", "O", "C", "H", "C", "H", "H", "C", "H", "H", "H", "H", "H", "H", "H", "H", "H", "O", "C", "C", "H", "H", "H", "C", "C", "C", "H", "H", "C", "H", "C", "C", "C", "H", "C", "H", "H", "C", "C", "H", "C", "O", "C", "O", "C", "H", "N", "H", "O", "H", "H", "H", "H", "H", "H", "C", "C", "N", "O", "H", "H", "H", "H", "C", "N", "H", "H", "H", "H", "H", "H", "C", "H", "H", "C", "H", "H", "H", "H", "H", "H", "H", "H", "H", "C", "C", "N", "H", "H", "H", "N", "N", "H", "H", "H", "H", "H", "N", "H", "H", "H", "H", "H", "H", "N", "H", "C", "O", "H", "H", "H", "H", "H", "H", "H"], "coordinates": [[-2.99919, 2.04398, 4.85124], [1.32272, -2.83142, 1.43658], [-0.14679, 0.52136, 1.40766], [-1.21458, 5.97978, -3.70390], [-3.17300, 4.38048, 2.96035], [-1.39554, 4.30446, -0.87517], [3.02576, 1.05970, 0.03430], [-1.59159, 5.04269, -0.10195], [-0.47486, 0.05028, 2.33955], [5.07712, -5.71281, -1.54905], [2.40866, -4.65475, -2.18920], [-1.68614, 0.24572, -5.60787], [-1.06992, -1.14951, -1.67964], [0.01137, 2.85157, -2.58117], [2.55828, -4.71079, 1.39652], [6.10338, -8.41327, 0.83991], [5.41577, -8.63674, -0.72515], [-0.68041, 4.83711, -2.11025], [0.30707, -5.17394, 1.15982], [2.63588, 3.29402, 0.64674], [-1.65827, 3.17398, 3.38996], [-5.93250, 0.56055, 6.50614], [-2.41107, 5.44896, -2.89402], [0.41105, -2.36228, 2.89801], [3.12619, -6.67848, 1.50796], [0.61932, 3.21265, -5.12034], [3.05390, 3.87168, -0.70425], [0.73827, -2.13680, -6.32124], [2.62310, -0.96432, -3.68532], [-0.64436, -1.10094, -0.22369], [-1.08040, -1.91837, 0.36949], [-3.11778, -0.39506, 3.87073], [-0.25561, 2.87426, -5.67751], [-0.12926, 1.60537, 1.50380], [4.78226, -6.81931, 0.33083], [5.33596, -6.10920, 0.95357], [-4.70032, 4.13371, 1.53112], [1.12964, 2.35380, -4.66471], [3.30666, -4.52038, 2.80473], [0.29775, 5.15555, -1.73389], [0.10399, -2.93269, -2.08030], [-0.01429, -6.02838, 2.65754], [-4.13130, 6.75437, 3.02667], [4.11736, -2.08850, -4.56174], [-4.16417, 0.40701, 4.40322], [3.07182, -4.11391, -1.50213], [1.29999, -2.87538, 2.53437], [-4.79937, 6.84967, 0.68282], [-2.50919, -5.73948, 2.34617], [3.56172, 0.80341, -4.42297], [-0.90169, -2.55398, -2.27055], [-4.26924, 3.37733, 6.61792], [2.76652, -3.81184, -6.14127], [-3.46945, -0.85529, 2.95172], [-4.96179, 3.86825, 7.29947], [5.80844, -7.86648, -0.05756], [-3.44796, 5.27739, 1.10889], [-4.01614, 4.87764, 1.96214], [-2.21410, -4.80908, 1.84091], [2.17205, -2.94338, -5.04190], [-6.63155, 4.96429, 3.11065], [-0.40707, 3.71101, -3.12672], [-3.04674, -4.11712, 1.94769], [-3.08819, 0.91047, 6.12441], [-2.40914, 3.24240, 2.60519], [3.87305, -0.07767, 0.07607], [1.35017, 3.50808, -5.87943], [3.34579, 0.23395, -3.51016], [-2.88907, 0.33446, -3.96923], [-4.84428, 2.12887, 5.94311], [-0.96150, 0.18066, 0.29728], [1.28005, -4.36315, 2.89415], [2.72549, 0.89988, -2.91203], [3.70342, -7.43275, 1.11758], [3.75138, -0.65069, 1.00364], [0.39580, 4.21463, -4.16049], [2.21739, -2.32459, 2.75656], [-1.15944, -2.56075, -3.32631], [-5.57425, 2.46285, 5.19602], [2.90287, 3.14391, -1.49880], [4.92851, 0.20790, 0.03640], [-2.01877, -5.06375, 0.79698], [-2.46562, 0.88832, -5.19393], [3.08714, -1.75257, -4.75589], [-5.44704, 6.82024, 1.46612], [-1.08478, -4.27074, 2.51425], [3.60981, -6.65832, -1.52058], [2.87016, 1.63727, 1.98833], [2.29913, 5.11184, 1.53898], [-1.39974, 3.38716, -3.47416], [-4.81382, 6.03307, 2.56080], [2.50802, -4.97884, 2.37783], [-3.85501, 4.12073, 5.93190], [4.40518, 2.16733, 1.13664], [-6.39308, 6.52830, 3.88609], [-2.12836, -0.88702, -1.76316], [-1.89630, 3.36268, 1.64452], [2.11979, -4.65196, -6.38604], [-5.88483, 5.62152, 3.55220], [3.91314, -3.80494, -2.14327], [-5.58570, 7.77850, 1.75766], [4.27463, -6.05688, -0.88306], [-2.08474, 1.90770, -5.06624], [-3.02881, 2.34318, 2.54252], [-0.89132, 3.43750, -0.43298], [-6.29449, 1.88299, 7.38034], [1.18196, -4.58770, 3.95708], [-3.40545, 3.06089, 7.21478], [-3.28806, 1.05190, -5.88928], [2.47382, 4.76515, -0.94321], [4.31034, -0.01781, -3.05971], [0.06398, -5.02342, 2.22078], [3.32726, 2.00947, 1.06676], [-0.25363, -0.18133, -2.45744], [-2.11452, 0.29892, -3.39075], [3.13654, -1.15739, -5.67935], [3.54974, -0.66442, -0.78121], [-1.49696, 5.88042, -2.72618], [0.79961, -2.57621, -5.40847], [4.09151, 4.21411, -0.67940], [-1.64216, -3.18688, -1.77336], [0.87108, 0.14501, 1.26298], [-2.21349, 0.19419, 3.70796], [-2.35939, 3.84245, -1.13215], [2.86349, 4.28995, 1.71057], [2.96629, -3.26558, -7.06662], [6.70975, -7.38043, -0.43527], [0.41795, -1.38539, -0.17611], [-5.38255, 5.17769, 4.41503], [2.62482, 3.89570, 2.61163], [0.52006, -1.86194, -4.73620], [-5.51886, 1.34939, 7.00577], [0.63611, -0.63526, -2.66127], [-3.70696, 1.35941, 5.33310], [3.49655, -4.93501, -0.44670], [-0.06558, 0.52670, -1.74489], [-2.92688, -1.17349, 4.61864], [3.09645, -7.93413, 0.47186], [3.70922, -4.21084, -5.75484], [2.11432, -3.63900, -4.20044], [2.64741, -3.18404, -1.12684], [1.55725, 3.10899, 0.54726]], "mulliken_charge": [0.0889, 0.0065, 0.3556, 0.3661, -0.3536, -1.1946, 0.1580, 0.3918, -0.0673, 0.3747, 0.4593, 0.1251, 0.7271, -0.2419, 0.2130, 0.4094, 0.3404, 0.5563, 0.3107, 2.0537, 0.4246, 0.2802, 0.3027, 0.3353, 0.3284, -0.3434, -1.5262, 0.2807, 0.0684, -0.2067, 0.5032, -0.7643, 0.2378, 0.0142, 0.5132, 0.2485, 0.3383, -0.0259, 0.2291, 0.1361, 0.1422, 0.3680, 0.2223, 0.3317, -0.4011, -0.7912, -0.7828, 0.2395, 0.3617, 0.4113, -1.8328, -1.5507, -1.7442, 0.2609, 0.4410, -1.6603, -0.3576, 0.1526, -0.8333, 1.3343, 0.3111, 0.1181, 0.2170, 0.3270, 0.0925, -0.5571, 0.3535, -0.9324, -0.5820, 0.7340, -0.3529, -0.0343, 0.0318, -0.6731, 0.2622, -0.4439, 0.3921, 0.4144, 0.2439, 0.0678, 0.3938, 0.3256, -0.2400, -0.8584, -0.7794, -0.2116, 0.3543, 0.3925, 0.2971, 0.0753, 0.3919, -0.5312, 0.2502, 0.4335, 0.3845, 0.5665, -0.5806, 0.4279, -1.1224, 0.3374, 0.2655, -0.9065, -0.0727, 0.4047, -0.1485, 0.2607, 0.4078, 0.4083, 0.3473, 0.4445, 0.3365, -0.6523, -1.2163, 0.3313, 0.4540, 0.3608, -0.2146, -0.7693, -0.5942, 0.3728, 0.5392, -0.2744, 0.2899, 0.4378, -0.7425, 0.3918, 0.3838, -0.3794, 0.0573, 0.2744, 0.0295, -0.7741, -0.4715, -0.4316, -0.1432, -0.0619, 0.4187, 0.3107, 0.3757, -0.2935, -0.0449, -0.7738]}